1.
24
Properties=species:S:1:pos:R:3 method="wB97M-V/def2-TZVPD" e_above_lowest_kj_mol=236.0 homo_energy_ev=-8.405
C 3.1036 0.9091 0.0588
C 1.9886 0.1303 -0.3202
C 1.1440 0.6634 -1.3233
C -0.0239 -0.0521 -1.7593
C -0.4562 -1.0965 -0.9208
O -1.6269 -1.7407 -1.0155
C 0.5123 -1.7833 -0.2501
C 1.7883 -1.1782 -0.1014
H 2.8140 1.6581 0.8450
H 3.6119 1.5135 -0.7692
H 3.8951 0.2706 0.5782
H 1.5650 1.3449 -1.9171
H -0.6304 0.3544 -2.4387
H -2.3600 -1.1010 -1.2888
H 0.1973 -2.8126 0.0816
H 2.6317 -1.7338 0.3220
C -1.6679 1.0822 1.3092
C -2.8409 0.1078 1.2724
H -1.9705 2.2032 1.2989
H -1.0981 1.1378 2.1888
H -1.0662 0.8128 0.3773
H -3.0824 -0.4584 2.2037
H -2.5472 -0.7059 0.6314
H -3.8812 0.4745 0.9371



2.
24
Properties=species:S:1:pos:R:3 method="wB97M-V/def2-TZVPD" e_above_lowest_kj_mol=72.9 homo_energy_ev=-8.297
C -2.8423 0.4663 -1.8936
C -1.4173 0.4540 -1.4351
C -1.0689 -0.1524 -0.2337
C 0.2714 -0.3630 0.1020
C 1.2197 0.2280 -0.7130
O 2.5096 -0.0303 -0.3339
C 0.8903 0.7466 -1.9542
C -0.4417 0.9564 -2.2901
H -3.6002 0.5143 -1.1090
H -3.0599 -0.4719 -2.4172
H -3.1054 1.2696 -2.5815
H -1.8694 -0.6584 0.2941
H 0.4128 -0.8581 1.0381
H 3.2588 0.2998 -0.8385
H 1.6960 1.0052 -2.6256
H -0.7223 1.3057 -3.2721
C 0.3358 -1.7099 3.4729
C 0.4629 -0.2439 3.8562
H 1.1690 -2.2542 3.9278
H -0.5733 -2.2338 3.6747
H 0.5323 -1.8069 2.4112
H -0.4048 0.3039 3.4840
H 0.3887 -0.1545 4.9490
H 1.4031 0.2703 3.6734



3.
24
Properties=species:S:1:pos:R:3 method="wB97M-V/def2-TZVPD" e_above_lowest_kj_mol=59.3 homo_energy_ev=-8.493
C -1.9260 2.0131 0.1465
C -1.4820 0.5904 0.3181
C -2.1704 -0.3427 1.0809
C -1.5903 -1.5432 1.4603
C -0.3470 -1.8917 0.9815
O 0.2169 -3.1427 1.1768
C 0.3960 -0.9598 0.2550
C -0.1642 0.2677 -0.0089
H -2.9921 2.1817 0.2914
H -1.6448 2.3151 -0.8684
H -1.3367 2.7132 0.7390
H -3.2274 -0.1851 1.2551
H -2.1222 -2.1863 2.1528
H 0.0554 -3.4060 2.0979
H 1.4072 -1.2325 -0.0145
H 0.4504 0.9943 -0.5241
C 3.4857 1.8067 -2.4546
C 2.1354 2.0925 -1.8388
H 4.2605 2.2288 -1.8222
H 3.6889 0.7325 -2.4659
H 3.5376 2.0856 -3.5061
H 1.2536 1.6383 -2.3111
H 1.8287 3.1408 -1.8035
H 2.0617 1.7674 -0.8083



4.
24
Properties=species:S:1:pos:R:3 method="wB97M-V/def2-TZVPD" e_above_lowest_kj_mol=254.5 homo_energy_ev=-8.427
C -1.7331 0.0864 2.2795
C -1.1417 0.9091 1.1391
C -0.1272 1.8472 1.3033
C 0.4677 2.5027 0.2705
C -0.1611 2.1572 -0.9956
O -0.0070 3.2494 -1.9586
C -1.1796 1.2820 -1.3270
C -1.7180 0.6278 -0.1866
H -2.5788 -0.5230 1.8955
H -2.1928 0.7727 2.9898
H -0.8270 -0.6583 2.6451
H 0.2808 1.7544 2.2345
H 1.2684 3.2098 0.2960
H 0.8325 3.4382 -2.2865
H -1.4982 1.2134 -2.3378
H -2.4896 -0.2235 -0.5144
C 1.6352 -2.6833 -1.4740
C 1.5276 -2.7869 0.1129
H 1.4356 -1.5984 -1.7368
H 2.6807 -2.8342 -1.7751
H 0.8801 -3.2203 -1.9984
H 0.5980 -3.1491 0.4391
H 1.7238 -1.8836 0.7141
H 2.3236 -3.4896 0.2716



5.
24
Properties=species:S:1:pos:R:3 method="wB97M-V/def2-TZVPD" e_above_lowest_kj_mol=90.4 homo_energy_ev=-8.397
C 1.3713 -1.1634 2.1205
C 1.0850 -0.8620 0.6565
C 1.4625 0.3754 0.1115
C 1.0942 0.6269 -1.2229
C 0.0957 -0.1101 -1.8188
O -0.2676 0.3491 -3.0654
C -0.3264 -1.3415 -1.2684
C 0.3140 -1.7411 -0.1077
H 1.4564 -0.1319 2.5218
H 2.3222 -1.7278 2.1214
H 0.4705 -1.5878 2.5390
H 2.1583 1.0586 0.5762
H 1.5660 1.4624 -1.7416
H -1.2040 0.2510 -3.2498
H -1.1267 -1.9376 -1.6990
H 0.1255 -2.7478 0.2481
C -1.5918 1.9586 1.2033
C -2.1713 1.1539 2.3414
H -0.9272 2.7900 1.4392
H -1.0872 1.3963 0.3811
H -2.4468 2.3647 0.6371
H -2.7809 1.7903 2.9771
H -2.8825 0.4498 1.9217
H -1.3466 0.6045 2.8636



6.
24
Properties=species:S:1:pos:R:3 method="wB97M-V/def2-TZVPD" e_above_lowest_kj_mol=450.2 homo_energy_ev=-7.775
C 0.1758 0.6324 0.0094
C -1.0598 -1.2653 -0.0243
C 0.7317 1.8592 0.0070
C -1.3249 0.2748 0.0430
C 0.9678 -0.6822 -0.0896
C -1.7828 0.6465 1.4230
C -1.8219 0.6846 -1.3719
C 1.6471 -1.1268 1.1696
C 1.9122 -1.1014 -1.1912
O -1.6614 -2.3078 -0.0114
H 1.7255 2.0754 -0.0666
H 0.1558 2.7052 -0.0097
H -1.4876 -0.0595 2.0746
H -2.8241 0.6724 1.4135
H -1.2922 1.6622 1.6803
H -1.6101 0.0787 -2.2379
H -1.4965 1.7697 -1.5627
H -3.0021 0.7169 -1.2892
H 0.9639 -0.9452 2.1156
H 2.6378 -0.6889 1.4296
H 1.9892 -2.0938 0.9762
H 2.9025 -0.7764 -0.9491
H 1.6730 -0.4951 -2.0722
H 1.8811 -2.2352 -1.4661



7.
24
Properties=species:S:1:pos:R:3 method="wB97M-V/def2-TZVPD" e_above_lowest_kj_mol=198.2 homo_energy_ev=-8.024
C 2.2817 -0.9296 0.2427
C 1.1668 -0.3596 0.9323
C 0.2140 -1.1657 1.6127
C -0.9717 -0.7331 2.2577
C -1.1827 0.6802 2.0847
O -1.9389 1.5085 2.8359
C -0.3264 1.4859 1.3249
C 0.7710 0.9926 0.7535
H 3.1497 -0.2825 -0.0366
H 1.8545 -1.4619 -0.6320
H 2.6709 -1.8528 0.6804
H 0.7317 -2.1307 1.8520
H -1.2388 -1.5123 3.0007
H -2.4155 0.9156 3.3999
H -0.6343 2.5163 1.2586
H 1.5322 1.5961 0.1680
C -0.6531 0.4271 -3.4228
C -0.6915 -0.1180 -2.0581
H 0.3813 0.4651 -3.7942
H -1.1033 -0.2981 -4.0846
H -1.2960 1.2946 -3.3633
H -0.1395 0.2643 -1.2605
H -0.4412 -1.2002 -2.0812
H -1.7209 -0.1017 -1.6707



8.
24
Properties=species:S:1:pos:R:3 method="wB97M-V/def2-TZVPD" e_above_lowest_kj_mol=54.1 homo_energy_ev=-9.030
C 1.3918 0.9325 2.8468
C 1.4948 1.2576 1.3970
C 0.3932 1.1928 0.5668
C 0.4520 1.4643 -0.8041
C 1.6907 1.7119 -1.3601
C 2.8367 1.7533 -0.5613
C 2.7373 1.5250 0.7902
H 2.2905 0.4398 3.2357
H 0.5070 0.3617 3.1068
H 1.4272 1.8342 3.4711
H -0.5923 1.0116 0.9883
H -0.4579 1.5305 -1.3848
H 1.8380 1.9883 -2.3963
H 3.8004 1.9925 -0.9899
H 3.5410 1.6642 1.5102
C -2.6934 -2.1837 -2.0636
C -2.4682 -1.9759 -0.5876
O -3.0216 -2.9880 0.2605
H -2.4666 -1.2623 -2.5905
H -3.6966 -2.4899 -2.3602
H -1.9894 -2.9227 -2.4462
H -1.3900 -1.9159 -0.3941
H -2.8983 -1.0722 -0.1835
H -2.7262 -3.8498 -0.0512



9.
24
Properties=species:S:1:pos:R:3 method="wB97M-V/def2-TZVPD" e_above_lowest_kj_mol=404.1 homo_energy_ev=-9.408
C 0.4410 -2.3684 -1.5689
C 0.0183 -1.2301 -1.5115
C -0.2212 0.1292 -1.0788
C 1.0843 0.9118 -1.3336
O -1.2563 0.7341 -1.8075
C -0.5602 0.1368 0.4494
C 0.1183 -0.7999 1.3689
C 1.6406 -0.5854 1.7069
C -2.0416 0.3192 0.6480
C -1.1624 1.5539 0.7808
H 0.6439 -3.3185 -1.9394
H 1.3475 1.5676 -0.4152
H 0.8832 1.6493 -2.1106
H 1.7760 0.1843 -1.7348
H -0.9725 0.8307 -2.7530
H -0.4690 -0.6982 2.2618
H -0.0072 -1.7731 0.9369
H 2.2278 -1.4594 1.8845
H 1.7848 0.1011 2.5614
H 2.0940 -0.1057 0.7866
H -2.6156 -0.0516 1.5065
H -2.4851 0.1106 -0.3180
H -1.0504 2.2235 -0.1306
H -1.2181 1.9382 1.8103



10.
24
Properties=species:S:1:pos:R:3 method="wB97M-V/def2-TZVPD" e_above_lowest_kj_mol=189.0 homo_energy_ev=-8.376
C 2.7352 0.4699 1.4293
C 1.2882 0.1563 1.6254
C 0.3062 0.8072 0.8325
C -1.0697 0.3839 1.0375
C -1.4563 -0.4822 2.0822
O -2.6790 -1.1264 2.2621
C -0.4759 -1.0015 2.9726
C 0.8469 -0.5773 2.7417
H 3.0000 -0.3170 0.6918
H 3.4173 0.2521 2.3012
H 2.9273 1.5285 1.0586
H 0.8202 1.3305 -0.0193
H -1.7801 0.8925 0.3724
H -3.2837 -0.8736 1.5019
H -0.8150 -1.6986 3.7237
H 1.5859 -0.8965 3.5831
C -0.5376 0.9354 -3.6263
C -0.7972 -0.5717 -3.3800
H -0.0228 1.1737 -4.5744
H -1.5810 1.3140 -3.7021
H -0.0482 1.2989 -2.8645
H -0.2974 -1.0911 -4.2611
H -1.8495 -0.9532 -3.2038
H -0.2339 -0.9536 -2.5843



11.
24
Properties=species:S:1:pos:R:3 method="wB97M-V/def2-TZVPD" e_above_lowest_kj_mol=267.6 multiplicity=2 charge=+1 homo_energy_ev="-14.124 / -14.290"
C -0.4832 1.3330 -2.2082
C 0.5716 2.1086 -1.4032
H -0.8952 0.3993 -1.8934
H -1.1977 2.0872 -2.6359
H -0.0765 0.7812 -3.1359
H 1.4026 2.3881 -2.1229
H 0.8527 1.8345 -0.3748
H -0.0207 3.1189 -1.2091
C 2.1919 -1.2472 1.9090
C 0.2110 0.0680 1.5179
C 0.9172 -1.1546 1.2905
C -1.0756 0.2775 1.1733
C -1.7222 -0.7872 0.4673
C 0.3089 -2.1619 0.3350
C -1.0722 -1.9125 -0.0691
O -2.9639 -0.5188 -0.1502
H 0.6156 0.7531 2.3211
H -1.5994 1.1576 1.2530
H 2.0542 -1.2930 3.0577
H 2.7859 -0.2586 1.6446
H 0.9055 -3.0822 -0.0423
H -2.8642 0.4598 -0.2609
H -1.6073 -2.2835 -0.9015
H 2.7607 -2.0673 1.4381



12.
25
Properties=species:S:1:pos:R:3 method="wB97M-V/def2-TZVPD" e_above_lowest_kj_mol=84.2 homo_energy_ev=-8.469
O 0.1212 1.8453 -0.4980
C -0.0290 1.9474 0.8620
C 0.6600 2.9778 1.5025
C 0.5456 3.1303 2.8821
C -0.2520 2.2618 3.6291
C -0.9376 1.2346 2.9828
C -0.8286 1.0747 1.6013
H -0.4177 1.0798 -0.8140
H 1.2835 3.6530 0.9018
H 1.0903 3.9431 3.3804
H -0.3390 2.3862 4.7165
H -1.5688 0.5438 3.5573
H -1.3693 0.2650 1.0937
C 1.0394 -2.4782 -1.0222
C 0.8659 -2.0940 -2.4898
C -0.5669 -2.2361 -2.9641
O -1.3707 -1.3176 -2.2173
H 0.7444 -3.5295 -0.8659
H 0.4079 -1.8370 -0.3845
H 2.0906 -2.3578 -0.7108
H 1.1801 -1.0443 -2.6479
H 1.5017 -2.7356 -3.1296
H -0.6355 -2.0199 -4.0476
H -0.9156 -3.2748 -2.8055
H -2.2999 -1.4179 -2.5121



13.
25
Properties=species:S:1:pos:R:3 method="wB97M-V/def2-TZVPD" e_above_lowest_kj_mol=122.4 homo_energy_ev=-8.625
C 1.7654 1.2284 -1.9051
C 0.9162 1.4512 -0.6757
C -0.2854 2.1296 -0.6400
C -1.1472 2.0424 0.4646
C -0.7481 1.3266 1.5574
O -1.5807 1.2861 2.6609
C 0.4537 0.6036 1.5720
C 1.2435 0.6804 0.4504
H 1.6215 0.2251 -2.2884
H 2.8043 1.3506 -1.5790
H 1.6145 1.9338 -2.7083
H -0.6822 2.5190 -1.5763
H -2.0748 2.5969 0.4090
H -1.0706 1.3892 3.4669
H 0.6256 -0.1452 2.3312
H 2.1740 0.1282 0.3622
C -1.0347 -1.6942 -0.7862
C -0.5497 -2.4235 0.4309
O 0.5730 -3.2750 0.0877
H -1.8098 -0.9539 -0.5547
H -1.3643 -2.3613 -1.5924
H -0.2650 -1.1021 -1.2701
H -0.1046 -1.7557 1.1476
H -1.3153 -3.0600 0.8705
H 0.2409 -4.1202 -0.2351



14.
25
Properties=species:S:1:pos:R:3 method="wB97M-V/def2-TZVPD" e_above_lowest_kj_mol=414.0 homo_energy_ev=-8.450
C -2.8955 -0.4988 1.0629
C -2.0317 0.0601 0.2882
C 0.1216 -1.2371 0.7317
C 1.6203 -1.0028 0.3590
C 0.5027 0.9778 -0.5738
C -0.6029 0.0433 0.7560
C 1.7042 0.2029 -0.4883
C -2.4235 0.3416 -1.1483
C 3.0577 0.6900 -0.8838
O 0.7446 0.2287 -1.6918
O -0.3040 0.6562 1.9826
H -3.9365 -0.7545 0.8661
H -2.5757 -0.9202 2.0547
H -0.3333 -1.9995 0.0877
H 0.1136 -1.5843 1.7670
H 2.2731 -0.8397 1.2396
H 2.0631 -1.8480 -0.1679
H 0.3111 2.0631 -0.5548
H -2.2690 -0.5451 -1.7995
H -3.3746 0.7230 -1.1269
H -1.6888 1.0832 -1.4311
H 3.5014 -0.1172 -1.4436
H 3.7123 1.1278 -0.2080
H 2.8002 1.5497 -1.5888
H -0.0906 1.5998 1.9112



15.
25
Properties=species:S:1:pos:R:3 method="wB97M-V/def2-TZVPD" e_above_lowest_kj_mol=194.6 homo_energy_ev=-9.329
O 0.0986 1.6720 -2.4247
C -0.1190 1.0606 -1.3589
C -1.4930 0.5176 -1.0334
C -1.6095 -0.4848 0.1471
C -1.0649 -1.9267 -0.1749
C 0.4025 -1.8315 -0.4243
C 1.3590 -1.1359 0.6380
C 0.7486 0.2208 0.9925
O 1.4333 0.7704 2.0722
C 0.8129 1.2000 -0.1530
C -0.8057 0.1177 1.4110
H -2.1087 1.4124 -0.9396
H -2.0286 -0.0216 -1.8302
H -2.5968 -0.4463 0.2917
H -1.3435 -2.4161 0.7308
H -1.6464 -2.3625 -0.9538
H 0.5837 -1.2960 -1.3430
H 0.7572 -2.9137 -0.5692
H 1.6821 -1.7371 1.4180
H 2.3981 -0.8794 0.1772
H 2.3914 0.7050 1.9795
H 1.8778 1.3951 -0.4730
H 0.2036 2.1704 -0.0264
H -1.0652 1.1015 1.8497
H -0.7443 -0.6778 2.2434



16.
26
Properties=species:S:1:pos:R:3 method="wB97M-V/def2-TZVPD" e_above_lowest_kj_mol=366.8 homo_energy_ev="-8.668 / -8.098"
C 0.4409 -2.4461 0.0862
C -1.0049 -1.9806 -0.2567
C -1.9349 1.4928 -0.1126
C -1.5205 0.7690 1.1051
C 1.0544 -1.3938 0.9242
C -0.9985 -0.6518 -0.9443
C -0.6968 0.5570 -0.1592
C 0.5976 1.3806 0.0281
C 1.0508 2.5375 -0.6192
O 2.9538 0.4652 0.8199
O 2.1113 -0.4267 -1.2775
S 1.8480 -0.0676 0.0666
H 0.4763 -3.3683 0.5076
H 0.9608 -2.4776 -0.9362
H -1.3926 -2.7317 -0.9720
H -1.5065 -1.9953 0.7324
H -2.8792 1.2109 -0.6138
H -1.8911 2.5509 -0.2312
H -0.8299 1.3175 1.6702
H -2.2223 0.1133 1.5914
H 0.3205 -0.9515 1.6475
H 1.9809 -1.8624 1.4831
H -0.6565 -0.7334 -1.9930
H 0.9143 3.5082 -0.0803
H 0.6894 2.7901 -1.6307
H 2.1348 2.3938 -0.8357



17.
26
Properties=species:S:1:pos:R:3 method="wB97M-V/def2-TZVPD" e_above_lowest_kj_mol=310.9 homo_energy_ev=-8.540
C -2.3575 0.8944 1.4510
Si -1.7484 -0.3014 0.0489
C -1.3658 -1.9780 0.8809
C -2.9594 -0.4735 -1.4798
O -0.3155 0.3755 -0.3823
H -1.7827 0.5971 2.4670
H -2.2230 1.9253 1.2408
H -3.3377 0.8459 1.5832
H -2.2235 -2.3895 1.2611
H -0.9727 -2.7673 0.2709
H -0.6182 -1.7473 1.7672
H -3.0699 -1.5581 -1.5418
H -3.8024 -0.0295 -1.1415
H -2.3682 0.0363 -2.1988
H -0.2943 0.5829 -1.2835
C 1.3773 3.0393 0.0386
C 1.8613 1.9284 -0.0148
C 2.7068 0.8127 -0.1703
C 2.6185 -0.1708 -1.1978
C 3.3917 -1.2429 -1.0173
S 4.1859 -1.1476 0.5258
C 3.4857 0.3838 0.8509
H 0.5892 3.7291 -0.0180
H 1.9795 -0.0890 -2.1031
H 3.4005 -2.1581 -1.5780
H 3.8428 0.9025 1.7405



18.
24
Properties=species:S:1:pos:R:3 method="wB97M-V/def2-TZVPD" e_above_lowest_kj_mol=180.9 homo_energy_ev=-8.566
C -1.8842 0.4580 1.2533
C -1.0948 1.0514 0.1495
C -1.4813 0.6631 -1.0991
C -0.9233 1.0474 -2.2710
C 0.1452 2.0207 -2.2151
C 0.6460 2.3631 -0.9788
C -0.0031 1.8673 0.1549
H -3.0619 0.8037 1.0784
H -1.4679 0.7643 2.1431
H -1.9072 -0.6598 1.1931
H -2.4603 0.0272 -1.1909
H -1.2593 0.5150 -3.1786
H 0.5173 2.3357 -3.2051
H 1.5713 2.8947 -0.8374
H 0.4435 2.2376 1.1328
C 2.5967 -1.4486 1.4161
S 0.9260 -2.1177 1.9723
C 0.0426 -2.6126 0.3510
H 2.9348 -1.6903 0.4022
H 2.5856 -0.3903 1.5240
H 3.1849 -1.9524 2.0691
H -0.7951 -2.0434 0.0918
H -0.2071 -3.6114 0.4797
H 0.9517 -2.5230 -0.4355



19.
24
Properties=species:S:1:pos:R:3 method="wB97M-V/def2-TZVPD" e_above_lowest_kj_mol=66.9 homo_energy_ev=-8.281
C -1.4478 0.1407 2.6870
C -0.1884 0.5984 1.9907
C 1.0158 -0.0595 2.1483
C 2.1752 0.3040 1.4715
C 2.1026 1.2912 0.4720
C 0.8873 1.9559 0.3551
C -0.2873 1.5868 0.9955
H -1.2549 -0.8570 3.0855
H -2.3787 0.1222 2.1331
H -1.6141 0.8647 3.4939
H 1.1129 -0.8172 2.9218
H 3.1137 -0.2282 1.5142
H 2.9697 1.6777 -0.0391
H 0.7384 2.5888 -0.5153
H -1.2068 2.1523 0.9258
C -0.0318 -0.2083 -1.9207
S 0.3320 -1.3899 -3.2223
C -1.2248 -2.3069 -3.4246
H 0.7263 -0.2073 -1.1368
H 0.0374 0.8430 -2.2223
H -0.9896 -0.3687 -1.4342
H -1.5279 -2.8006 -2.4911
H -1.0004 -3.1766 -4.0403
H -2.0588 -1.7055 -3.7474



20.
24
Properties=species:S:1:pos:R:3 method="wB97M-V/def2-TZVPD" e_above_lowest_kj_mol=61.3 homo_energy_ev=-8.950
C 1.5038 2.6782 -1.8175
C 1.3767 1.5357 -0.8714
C 1.2654 0.2224 -1.3534
C 1.0208 -0.8184 -0.4568
C 1.1053 -0.5169 0.8878
C 1.1505 0.7705 1.4217
C 1.2712 1.7872 0.4823
H 2.4974 3.1592 -1.7240
H 0.8318 3.5101 -1.6262
H 1.4568 2.4141 -2.8809
H 1.3683 0.0414 -2.4184
H 0.7858 -1.7761 -0.8861
H 1.1058 -1.2773 1.6862
H 1.0125 0.8902 2.4786
H 1.4340 2.8274 0.7713
C -2.2801 -0.7709 0.4327
C -2.5086 -2.1801 1.0193
S -1.5689 -3.5594 0.3107
H -1.9784 -0.7058 -0.6073
H -1.5377 -0.2565 1.0484
H -3.1811 -0.1602 0.5888
H -2.3516 -2.0475 2.0913
H -3.5545 -2.4054 0.8183
H -0.2252 -3.3618 0.6044